[1]
{"formula": "C22H24N2OPZr", "method": "ωB97M-V with the def2-TZVPD basis set", "relative_energy_ev": 0.884, "orbital_gap_ev": 6.2, "homo_energy_ev": -17.576, "total_charge": 3, "energy_ha": -1424.92684, "largest_force_ev_per_a": 1.288, "symbols": ["Zr", "N", "C", "C", "C", "N", "H", "H", "H", "H", "H", "H", "H", "H", "H", "H", "O", "C", "C", "C", "C", "C", "C", "C", "P", "C", "C", "C", "C", "C", "C", "C", "C", "C", "C", "C", "C", "H", "H", "H", "H", "H", "H", "H", "H", "H", "H", "H", "H", "H", "H"], "coordinates": [[0.11676, 1.70899, -0.36953], [2.24756, 1.72124, 0.44119], [2.07802, 2.60917, 1.65239], [1.90654, 4.07238, 1.26634], [0.59604, 4.45438, 0.59184], [0.47820, 3.90621, -0.81756], [2.57322, 0.80749, 0.74782], [3.00733, 2.09923, -0.12181], [2.93905, 2.48771, 2.30488], [1.20856, 2.24268, 2.21842], [2.75381, 4.39290, 0.65186], [1.97934, 4.65800, 2.18332], [0.49632, 5.53629, 0.55395], [-0.26735, 4.09147, 1.16333], [1.27054, 4.23985, -1.36306], [-0.34553, 4.32264, -1.25099], [-1.85992, 2.40329, -0.44522], [-1.89024, 1.28201, 0.12148], [-2.80348, 0.24052, 0.31960], [-4.20328, 0.30622, 0.27808], [-4.90734, -0.87891, 0.36664], [-4.22127, -2.08783, 0.47622], [-2.82049, -2.15865, 0.50163], [-2.10462, -0.98552, 0.44576], [-0.27129, -0.90726, 0.48719], [0.31565, -0.62710, -1.23943], [-0.40804, 0.12245, -2.19087], [0.20491, 0.62882, -3.34775], [1.54811, 0.36770, -3.58804], [2.26585, -0.41047, -2.67974], [1.67184, -0.87763, -1.50992], [0.34055, -2.52310, 0.89262], [0.60229, -2.78337, 2.24174], [0.97914, -4.06171, 2.62771], [1.09862, -5.06228, 1.67214], [0.83606, -4.80375, 0.32872], [0.45295, -3.53424, -0.06762], [-4.71222, 1.25781, 0.19061], [-5.98844, -0.87490, 0.35154], [-4.79155, -3.00605, 0.54866], [-2.32802, -3.11902, 0.58548], [-1.48720, 0.20531, -2.10432], [-0.38589, 1.18527, -4.06447], [2.02325, 0.73396, -4.48902], [3.30380, -0.65279, -2.87774], [2.26277, -1.44951, -0.80222], [0.51266, -2.00629, 2.99254], [1.18192, -4.27314, 3.66930], [1.39662, -6.05854, 1.97362], [0.92275, -5.59306, -0.40678], [0.22517, -3.34891, -1.11054]], "forces_ev_per_angstrom": [[0.7, -1.0, -0.4], [0.1, 0.3, 0.4], [0.1, 0.0, -0.1], [0.1, 0.0, 0.0], [0.1, 0.0, -0.2], [0.1, 0.2, 0.3], [0.0, -0.1, 0.0], [0.0, 0.0, -0.1], [0.0, 0.0, 0.1], [0.0, 0.0, 0.0], [0.0, 0.0, 0.0], [0.0, 0.0, 0.0], [0.0, 0.1, 0.0], [-0.1, 0.0, 0.0], [0.1, 0.0, 0.0], [-0.1, 0.0, 0.0], [-0.7, 0.4, 0.4], [0.1, 0.1, -0.8], [0.0, 0.1, 0.3], [-0.1, -0.1, 0.0], [0.0, 0.0, 0.0], [0.0, -0.1, 0.0], [-0.1, 0.0, 0.0], [0.0, -0.3, 0.0], [-0.3, 0.3, -0.4], [-0.1, -0.1, -0.1], [-0.4, -0.1, -0.2], [0.0, 0.1, 0.1], [0.0, 0.0, 0.0], [0.0, -0.1, 0.1], [0.2, 0.2, 0.0], [0.2, 0.0, 0.4], [0.1, -0.1, 0.0], [0.0, 0.0, 0.0], [0.0, -0.1, 0.0], [0.0, 0.1, 0.0], [-0.1, -0.1, 0.0], [0.0, 0.0, 0.0], [0.0, 0.0, 0.0], [0.0, 0.0, 0.0], [0.0, 0.0, 0.0], [-0.1, 0.0, 0.0], [0.0, 0.0, 0.0], [0.0, 0.0, 0.0], [0.0, 0.0, 0.0], [0.0, 0.0, 0.0], [0.0, 0.0, 0.0], [0.0, 0.0, 0.0], [0.0, 0.0, 0.0], [0.0, 0.0, 0.0], [0.0, 0.0, 0.0]], "nbo_charge": [2.06, -0.93, -0.24, -0.46, -0.24, -0.91, 0.43, 0.42, 0.27, 0.22, 0.24, 0.29, 0.28, 0.22, 0.42, 0.43, -0.62, 0.15, -0.16, -0.08, -0.18, -0.06, -0.19, -0.28, 0.97, -0.40, -0.42, -0.14, -0.15, -0.15, -0.12, -0.47, -0.11, -0.20, -0.13, -0.18, -0.19, 0.26, 0.27, 0.26, 0.26, 0.29, 0.27, 0.28, 0.27, 0.25, 0.22, 0.26, 0.26, 0.25, 0.22]}

[2]
{"formula": "C42H32As2N8Ru", "method": "ωB97M-V with the def2-TZVPD basis set", "relative_energy_ev": 0.453, "orbital_gap_ev": 3.9, "homo_energy_ev": -11.829, "total_charge": 2, "energy_ha": -6623.77892, "largest_force_ev_per_a": 2.216, "symbols": ["Ru", "C", "C", "C", "C", "C", "N", "C", "C", "C", "C", "C", "C", "C", "C", "N", "C", "N", "C", "N", "C", "N", "C", "N", "C", "N", "C", "C", "C", "C", "C", "C", "C", "C", "C", "C", "C", "C", "C", "C", "N", "H", "H", "H", "H", "H", "H", "H", "H", "H", "H", "H", "H", "H", "H", "H", "H", "C", "As", "C", "C", "C", "C", "C", "C", "C", "As", "C", "C", "H", "H", "H", "H", "H", "H", "H", "H", "H", "H", "H", "H", "H", "H", "H", "H"], "coordinates": [[-0.21939, -0.04198, -0.05092], [-0.15941, 5.90768, 2.75361], [-0.40471, 5.19646, 3.92586], [-0.67686, 3.82994, 3.89827], [-0.65513, 3.20690, 2.66829], [-0.91468, 1.82390, 2.25288], [-1.50643, 0.89854, 2.98830], [-1.87486, -0.27570, 2.51341], [-2.76132, -1.19238, 3.22337], [-3.51585, -1.03902, 4.36872], [-4.29186, -2.12270, 4.76899], [-4.30111, -3.31352, 4.04398], [-3.53099, -3.46494, 2.89382], [-2.76648, -2.38496, 2.50075], [-1.88319, -2.18549, 1.35574], [-1.52052, -3.15148, 0.52936], [-0.95533, -2.92156, -0.64278], [-0.73154, -1.68533, -1.15817], [-0.56446, -1.79363, -2.49902], [-0.69925, -0.79139, -3.35245], [-0.96823, 0.44480, -2.97316], [-0.79353, 0.98663, -1.72281], [-0.98784, 2.34370, -1.79964], [-0.70795, 3.24661, -0.87786], [-0.52855, 2.94810, 0.39857], [-0.66678, 1.70553, 0.92447], [-0.40796, 3.91970, 1.49283], [-0.17681, 5.27855, 1.50936], [-1.43637, 2.67854, -3.14870], [-1.84108, 3.87253, -3.71073], [-2.23218, 3.84567, -5.04674], [-2.21109, 2.66115, -5.78232], [-1.79852, 1.46138, -5.20975], [-1.41656, 1.49398, -3.88328], [-0.43499, -3.21186, -2.85237], [-0.19050, -3.85475, -4.04791], [-0.16891, -5.24805, -4.03093], [-0.41147, -5.96026, -2.85867], [-0.68623, -5.30572, -1.65926], [-0.67906, -3.92609, -1.67655], [-1.42844, -0.88945, 1.36849], [0.03948, 6.96920, 2.80939], [-0.39428, 5.71758, 4.87363], [-0.89788, 3.28178, 4.80480], [-3.50727, -0.11172, 4.92589], [-4.90409, -2.04143, 5.65700], [-4.92208, -4.13300, 4.37995], [-3.53095, -4.38732, 2.32830], [-0.01267, 5.83443, 0.59561], [-1.85697, 4.78475, -3.12954], [-2.56124, 4.75780, -5.52560], [-2.52410, 2.67787, -6.81767], [-1.77799, 0.54096, -5.77788], [-0.02344, -3.30051, -4.96194], [0.02906, -5.78749, -4.94719], [-0.39715, -7.04162, -2.88296], [-0.89494, -5.85761, -0.75211], [1.07970, -0.98591, 3.47870], [1.40652, -0.96367, 1.57723], [1.89556, -2.81367, 1.27085], [3.09385, -0.05830, 1.37551], [4.06232, -0.04611, 2.37268], [5.29668, 0.53548, 2.12218], [5.56967, 1.08284, 0.87459], [4.60171, 1.06807, -0.11910], [3.35593, 0.50597, 0.14007], [1.94653, 0.46945, -1.17560], [2.15269, 2.13312, -2.13423], [2.62085, -0.77147, -2.50426], [1.87197, -1.56511, 3.94756], [0.12645, -1.47195, 3.67637], [1.06080, 0.02220, 3.88439], [2.76292, -3.04321, 1.88683], [2.14147, -2.96701, 0.22165], [1.06631, -3.46293, 1.54818], [3.86205, -0.48143, 3.34347], [6.04940, 0.55763, 2.89881], [6.53694, 1.52512, 0.67671], [4.82372, 1.50033, -1.08687], [3.16952, 2.17893, -2.51723], [1.96067, 2.98877, -1.49267], [1.46144, 2.14581, -2.97574], [3.63543, -0.46307, -2.75031], [1.99895, -0.72480, -3.39625], [2.63288, -1.78885, -2.11826]], "forces_ev_per_angstrom": [[-0.4, 0.0, 0.0], [0.0, 0.0, 0.0], [0.0, 0.0, -0.1], [-0.1, 0.0, 0.1], [-0.1, -0.1, 0.0], [0.3, 0.4, -1.4], [-0.6, -1.3, 0.2], [0.0, 1.1, 1.3], [0.0, 0.2, -0.2], [-0.1, 0.0, 0.2], [0.0, 0.0, 0.0], [0.0, 0.1, 0.0], [0.0, -0.1, -0.1], [0.1, -0.1, 0.1], [0.5, 1.6, 0.6], [0.5, -0.5, -1.5], [-0.7, -0.9, 1.2], [0.9, 0.5, -1.3], [-0.3, -0.4, 1.4], [-0.2, 1.3, -0.3], [0.2, -1.1, -1.3], [-0.5, 1.7, 1.3], [0.4, -1.7, -0.5], [0.2, 0.5, 1.6], [-0.2, 1.0, -1.3], [0.3, -0.6, 1.5], [0.1, 0.0, -0.2], [0.0, 0.1, 0.0], [0.2, 0.1, 0.0], [0.0, 0.0, 0.1], [0.0, -0.1, 0.0], [0.0, 0.0, 0.0], [0.0, 0.0, -0.2], [-0.1, -0.2, 0.2], [-0.1, 0.1, 0.0], [0.0, 0.0, -0.1], [0.0, 0.0, 0.0], [0.0, 0.0, 0.0], [0.0, -0.1, 0.0], [0.0, 0.0, 0.2], [-0.3, -1.6, -1.4], [0.0, 0.0, 0.0], [0.0, 0.0, 0.0], [0.0, 0.0, 0.0], [0.0, 0.0, 0.0], [0.0, 0.0, 0.0], [0.0, 0.0, 0.0], [0.0, 0.0, 0.0], [0.0, 0.0, 0.0], [0.0, 0.0, 0.0], [0.0, 0.0, 0.0], [0.0, 0.0, 0.0], [0.0, 0.0, 0.0], [0.0, 0.0, 0.0], [0.0, 0.0, 0.0], [0.0, 0.0, 0.0], [0.0, 0.0, 0.0], [-0.1, 0.1, 0.0], [0.1, 0.1, -0.3], [-0.1, 0.0, 0.0], [0.0, -0.1, 0.2], [0.0, 0.0, 0.0], [0.0, 0.0, 0.0], [0.0, 0.0, 0.0], [0.0, 0.0, 0.0], [0.1, 0.1, -0.2], [0.0, -0.1, 0.2], [-0.1, 0.0, 0.0], [-0.1, 0.0, 0.0], [0.0, 0.0, 0.0], [0.0, -0.1, 0.0], [0.0, 0.0, 0.0], [0.0, 0.0, 0.0], [0.0, 0.0, 0.0], [0.0, 0.0, 0.0], [0.0, 0.0, 0.0], [0.0, 0.0, 0.0], [0.0, 0.0, 0.0], [0.0, 0.0, 0.0], [0.0, 0.0, 0.0], [0.0, 0.0, 0.0], [0.0, 0.0, 0.0], [0.0, 0.0, 0.0], [0.0, 0.0, 0.0], [0.0, 0.0, 0.0]], "lowdin_charge": [0.86, -0.03, -0.03, 0.02, -0.10, -0.24, 0.23, -0.25, -0.11, 0.02, -0.03, -0.03, 0.02, -0.11, -0.25, 0.23, -0.24, 0.00, -0.26, 0.23, -0.23, -0.03, -0.27, 0.23, -0.23, 0.00, -0.10, 0.02, -0.11, 0.02, -0.03, -0.03, 0.02, -0.11, -0.10, 0.02, -0.03, -0.03, 0.02, -0.10, -0.03, 0.12, 0.12, 0.12, 0.13, 0.12, 0.12, 0.13, 0.13, 0.13, 0.12, 0.12, 0.13, 0.12, 0.12, 0.12, 0.13, -0.23, 1.14, -0.23, -0.41, -0.08, -0.04, -0.04, -0.08, -0.41, 1.15, -0.23, -0.23, 0.05, 0.03, 0.04, 0.05, 0.03, 0.03, 0.10, 0.12, 0.12, 0.10, 0.04, 0.04, 0.04, 0.05, 0.03, 0.03]}

[3]
{"formula": "C36H35N2O5PV", "method": "ωB97M-V with the def2-TZVPD basis set", "spin_multiplicity": 2, "relative_energy_ev": 0.791, "orbital_gap_ev": [7.0, 7.6], "homo_energy_ev": [-14.409, -14.409], "total_charge": 2, "energy_ha": -3163.39160, "largest_force_ev_per_a": 2.970, "s2": 1.241, "symbols": ["V", "C", "C", "C", "C", "C", "C", "C", "C", "C", "C", "H", "H", "H", "H", "H", "H", "H", "H", "H", "H", "H", "H", "H", "H", "H", "O", "C", "O", "C", "C", "C", "C", "C", "N", "C", "O", "O", "H", "H", "H", "H", "O", "N", "C", "C", "C", "C", "C", "C", "C", "P", "C", "C", "C", "C", "C", "C", "C", "C", "C", "C", "C", "C", "H", "H", "H", "H", "H", "H", "H", "H", "H", "H", "H", "H", "H", "H", "H", "H"], "coordinates": [[3.05471, -12.93855, 9.48540], [3.35704, -10.72681, 8.23096], [4.01819, -10.50543, 9.46871], [3.08635, -10.72160, 10.51493], [1.83684, -10.96877, 9.91163], [1.98784, -11.05590, 8.54732], [0.79927, -11.16288, 7.60526], [0.46132, -10.90446, 10.51790], [3.32652, -10.39138, 11.96083], [5.37783, -9.88969, 9.65015], [3.96546, -10.47258, 6.85248], [0.98553, -11.72707, 6.70501], [0.39098, -10.21853, 7.31735], [0.04125, -11.67868, 8.15945], [0.05467, -9.94633, 10.25269], [0.43815, -10.98598, 11.64104], [-0.15883, -11.64565, 10.09720], [2.51740, -10.73909, 12.58514], [3.45815, -9.31537, 12.14229], [4.22458, -10.82671, 12.33041], [5.21693, -8.80558, 9.41077], [6.12586, -10.24933, 8.97506], [5.78192, -9.92240, 10.62535], [4.07397, -9.39643, 6.63359], [3.32792, -10.79259, 6.05796], [5.01401, -10.90771, 6.80751], [4.30084, -14.59196, 5.65535], [3.85583, -14.34276, 6.87840], [3.66531, -13.16659, 7.28673], [3.35969, -15.49275, 7.65945], [3.01493, -16.69169, 7.10896], [2.07171, -17.53286, 7.76312], [1.40641, -16.95543, 8.84414], [1.71881, -15.65703, 9.31897], [2.78696, -15.03043, 8.83050], [0.77330, -14.71274, 10.09988], [-0.14490, -15.11634, 10.75790], [1.13137, -13.47934, 9.89175], [4.65668, -13.75364, 5.28531], [3.61218, -17.03420, 6.22774], [1.83325, -18.52993, 7.43159], [0.60823, -17.56743, 9.27096], [1.87049, -13.15106, 12.40369], [2.94852, -13.62568, 11.62331], [3.42620, -14.71808, 12.18322], [4.61991, -15.47707, 11.78343], [4.78784, -16.66158, 12.52700], [5.93027, -17.44617, 12.38258], [7.01051, -16.98800, 11.60593], [6.80282, -15.80485, 10.91101], [5.61513, -15.07560, 10.94848], [5.53960, -13.57961, 9.86450], [6.74304, -12.54451, 10.75908], [6.39512, -12.32271, 12.07276], [7.16559, -11.50836, 12.89314], [8.30989, -10.94387, 12.34598], [8.67359, -11.19445, 11.01743], [7.92372, -12.04506, 10.24892], [6.39102, -14.05984, 8.32760], [6.63299, -13.02651, 7.42459], [7.15035, -13.24319, 6.20037], [7.38580, -14.58450, 5.74200], [7.10098, -15.60134, 6.62404], [6.63084, -15.38457, 7.94727], [1.12002, -13.07721, 11.81541], [2.74790, -15.09547, 12.95421], [4.04878, -17.05150, 13.20556], [5.91658, -18.38044, 12.93008], [7.95055, -17.51472, 11.63699], [7.63109, -15.28652, 10.36265], [5.47713, -12.72011, 12.50280], [6.91474, -11.35689, 13.92869], [8.94838, -10.36773, 13.00719], [9.48564, -10.68372, 10.57449], [8.13377, -12.30645, 9.22756], [6.41827, -12.01111, 7.73803], [7.39435, -12.42059, 5.51559], [7.88225, -14.76103, 4.77656], [7.21912, -16.60811, 6.25824], [6.41501, -16.25882, 8.51747]], "forces_ev_per_angstrom": [[-0.4, 0.8, -0.6], [0.0, 0.3, -1.0], [0.9, -0.8, 0.7], [0.9, 0.6, 0.8], [-1.8, 0.0, 1.4], [0.1, -0.1, -2.4], [1.0, -0.8, 0.6], [1.3, 0.3, 1.8], [-0.4, 0.4, -0.3], [-1.3, 1.2, -1.1], [1.0, 0.2, 1.2], [0.3, -0.2, -0.3], [0.0, 0.9, -0.1], [-0.6, -0.3, 0.0], [-0.3, 0.6, -0.1], [0.2, 0.1, -1.2], [-0.7, -0.8, -0.3], [-0.2, -0.1, 0.1], [-0.2, -0.1, -0.4], [0.8, -0.5, 0.2], [0.3, -0.7, 0.1], [0.3, -0.2, -0.5], [0.1, -0.3, 1.2], [0.0, -0.1, 0.6], [-0.3, -0.8, -0.4], [-1.5, 0.4, -0.2], [-0.1, 0.5, 1.1], [-0.1, 1.5, -0.5], [0.3, -2.0, 0.1], [-1.1, 1.0, 1.4], [1.0, -1.8, -0.7], [0.7, 1.9, 0.7], [-0.4, -0.8, -0.1], [0.5, -0.6, -0.8], [-0.5, 0.2, -1.0], [0.8, -1.0, -0.1], [0.0, 0.1, -0.1], [0.0, 0.2, -0.3], [-0.2, -0.4, 0.0], [-1.0, 0.4, 0.6], [0.0, 0.0, -0.2], [0.0, 0.7, 0.2], [1.2, -0.2, 0.5], [0.7, -1.4, 0.8], [-1.4, 1.6, -1.5], [-1.7, -0.6, 1.9], [0.8, -0.5, -0.6], [-0.2, 0.4, -0.1], [-1.2, 0.1, 0.7], [1.5, 1.0, -0.5], [0.9, 0.4, -1.4], [0.5, -0.5, 0.5], [-0.7, -0.6, 0.1], [-0.6, 0.6, 1.1], [0.5, -0.4, -0.7], [0.3, -0.1, 0.2], [-0.3, 0.2, 0.9], [-0.8, -0.1, -0.6], [-0.5, -1.1, 0.4], [-0.3, 0.7, 1.1], [1.0, -1.2, -2.5], [0.3, 1.6, 0.8], [-0.1, -0.4, 0.3], [0.1, 1.0, -2.1], [-0.5, 0.0, -0.8], [0.6, -0.1, 0.2], [-0.4, 0.3, 0.1], [0.5, 0.0, -0.1], [0.1, 0.0, -0.3], [-0.6, -1.0, 0.5], [0.1, -0.1, -0.2], [-0.1, 0.1, 0.1], [0.0, 0.2, -0.3], [1.0, 0.2, -0.2], [0.6, 0.3, -0.2], [0.0, 0.0, 0.0], [-0.2, -0.2, 0.4], [-0.6, 0.0, 0.5], [0.1, -0.3, 0.2], [-0.1, -0.2, 0.6]], "mulliken_spin": [1.89, -0.08, -0.13, -0.12, -0.21, -0.21, -0.01, -0.01, -0.01, -0.01, -0.01, 0.00, 0.00, 0.00, -0.01, 0.00, 0.00, 0.00, -0.01, -0.01, -0.01, 0.00, 0.00, -0.01, 0.00, -0.01, 0.00, 0.00, 0.03, 0.02, 0.00, 0.01, 0.00, 0.04, -0.06, 0.00, 0.01, -0.01, 0.00, 0.00, 0.00, 0.00, 0.00, -0.02, 0.02, 0.03, 0.01, 0.00, 0.00, 0.00, -0.02, -0.04, -0.02, 0.00, 0.00, 0.00, 0.00, -0.01, 0.00, 0.01, 0.00, 0.00, 0.00, 0.00, 0.00, 0.00, 0.00, 0.00, 0.00, 0.00, 0.00, 0.00, 0.00, 0.00, 0.00, 0.00, 0.00, 0.00, 0.00, 0.00]}

[4]
{"formula": "C4H6O2Yb", "method": "ωB97M-V with the def2-TZVPD basis set", "spin_multiplicity": 3, "relative_energy_ev": 3.660, "orbital_gap_ev": [4.1, 5.9], "homo_energy_ev": [-14.371, -16.254], "total_charge": 2, "energy_ha": -1464.15951, "largest_force_ev_per_a": 6.116, "s2": 2.026, "symbols": ["C", "O", "H", "H", "C", "C", "C", "O", "Yb", "H", "H", "H", "H"], "coordinates": [[-0.04958, 0.78160, -0.05323], [1.08325, 0.40241, 0.60755], [0.03001, 1.82882, -0.36956], [1.26683, -0.53350, 0.46585], [-1.83747, 1.10650, 0.81754], [-2.27544, 0.18910, -0.21067], [-0.94992, -0.15480, -0.77724], [-0.07796, -0.06395, -1.74915], [1.65840, -1.34361, -2.91299], [-1.92169, 0.73752, 1.84386], [-1.95838, 2.18575, 0.70045], [-3.02793, -0.56267, 0.03982], [-2.23892, -0.48641, -1.41975]], "forces_ev_per_angstrom": [[1.5, 0.7, 2.4], [-0.9, 0.8, -1.1], [0.0, -0.3, 0.1], [-0.5, -0.3, 0.8], [-0.8, 1.7, 0.8], [0.7, -3.9, -2.8], [-0.2, 0.6, 4.8], [2.1, -2.2, -5.3], [-1.5, 1.0, 0.6], [0.2, 0.1, -0.2], [0.3, -0.1, 0.1], [0.3, 0.0, 0.2], [-1.4, 1.8, -0.4]], "nbo_charge": [0.29, -0.61, 0.23, 0.48, -0.17, -0.48, 0.11, -0.87, 1.92, 0.25, 0.24, 0.29, 0.32]}

- Which formula does entry 4 have?
  C4H6O2Yb

- What is the formula in the second record?
  C42H32As2N8Ru